*P*
An isolated molecule of C3H7N3O2. Source: the OMol25 dataset; level of theory: ωB97M-V/def2-TZVPD.

Output
**LUMO**: 0.9 eV
**HOMO-LUMO gap**: 9.53 eV
**HOMO level**: -8.645 eV
**Charge**: 0
**SMILES**: CN(/C=N\N)OC=O

Geometry as XYZ:
```
15
C3H7N3O2 | the OMol25 dataset | ωB97M-V/def2-TZVPD
O -0.47 -1.17 0.20
O -2.43 0.09 0.28
N 0.22 0.05 -0.34
N 1.33 0.76 1.53
N 0.13 1.41 1.55
C -1.78 -0.94 0.46
C 0.43 -0.25 -1.81
C 1.47 0.10 0.46
H -0.65 -0.16 -2.15
H 2.34 -0.46 0.19
H 0.95 -1.19 -1.90
H -0.44 1.15 0.70
H 1.06 0.43 -2.19
H -2.16 -2.01 0.80
H 0.01 2.19 2.21
```

*Q*
An isolated molecule of C3H7N3O2. Source: the OMol25 dataset; level of theory: ωB97M-V/def2-TZVPD.

Output
**LUMO**: 1.0 eV
**HOMO-LUMO gap**: 9.38 eV
**HOMO level**: -8.360 eV
**Charge**: 0
**SMILES**: C=NOCO/C=N/N

Geometry as XYZ:
```
15
C3H7N3O2 | the OMol25 dataset | ωB97M-V/def2-TZVPD
O 0.15 0.81 1.64
O -0.07 -1.50 1.01
N -0.41 1.49 -0.46
N -0.09 2.33 -1.53
N -0.44 -1.79 -0.30
C 0.39 1.60 0.55
C 0.35 -2.65 -0.75
C -0.65 -0.32 1.56
H 0.18 -3.04 -1.77
H -0.67 1.96 -2.39
H 1.26 2.28 0.75
H 1.28 -2.88 -0.24
H -1.54 -0.22 0.97
H 0.97 2.53 -1.65
H -0.72 -0.60 2.61
```

*R*
A cluster of 2 separate species, C3H7N3O2 in total. Source: the OMol25 dataset; level of theory: ωB97M-V/def2-TZVPD.

Output
**LUMO**: -0.6 eV
**HOMO-LUMO gap**: 7.97 eV
**HOMO level**: -8.563 eV
**Charge**: 0

Geometry as XYZ:
```
15
C3H7N3O2 | the OMol25 dataset | ωB97M-V/def2-TZVPD
O -2.23 -1.09 0.12
O -0.18 -1.51 -0.28
N 0.72 1.07 -0.69
N 1.72 0.06 -0.62
N -1.36 1.68 0.45
C -1.09 -0.68 -0.02
C 2.31 -0.35 0.78
C -0.43 0.83 0.14
H 3.05 0.49 1.42
H -2.54 1.31 -0.24
H -1.20 2.88 0.12
H 2.90 -1.38 1.01
H 1.42 -0.60 1.55
H 0.52 -0.92 -0.83
H 2.75 0.50 -1.12
```

Q: Which of them is the least stable? A: *R*.

*P*
The ion C7H12N with charge +1. Source: the OMol25 dataset; level of theory: ωB97M-V/def2-TZVPD.

Output
**LUMO**: -6.6 eV
**HOMO-LUMO gap**: 7.33 eV
**HOMO level**: -13.966 eV
**Charge**: +1

Geometry as XYZ:
```
20
C7H12N | the OMol25 dataset | ωB97M-V/def2-TZVPD
N 0.56 0.46 -0.39
C -1.58 0.03 -0.07
C -1.78 1.50 0.14
C -2.68 -0.82 0.25
C 1.88 0.17 -0.25
C 2.33 -1.29 -0.12
C -0.30 -0.51 -0.17
C 2.69 1.30 -0.12
H -1.44 1.75 1.10
H 1.82 -1.91 0.59
H 2.08 2.22 -0.30
H -0.06 -1.56 -0.15
H 2.17 -1.69 -1.19
H -1.10 2.03 -0.56
H -3.08 -0.62 1.31
H -2.78 1.57 -0.27
H -3.61 -0.73 -0.27
H 3.47 -1.38 -0.03
H 3.72 1.29 0.17
H -2.32 -1.82 0.31
```

*Q*
The ion C7H12N with charge +1. Source: the OMol25 dataset; level of theory: ωB97M-V/def2-TZVPD.

Output
**LUMO**: -3.3 eV
**HOMO-LUMO gap**: 8.57 eV
**HOMO level**: -11.874 eV
**Charge**: +1
**SMILES**: C[NH+](C)[C@]12C=C[C@@H]1C2

Geometry as XYZ:
```
20
C7H12N | the OMol25 dataset | ωB97M-V/def2-TZVPD
N 0.95 -0.18 -0.26
C -2.23 0.72 0.53
C -1.06 0.60 1.10
C -1.94 -0.04 -0.73
C -0.39 -0.38 0.14
C 1.38 1.07 -0.92
C 1.82 -0.48 0.90
C -1.39 -1.38 -0.34
H -2.10 0.32 -1.73
H -2.01 -1.86 0.39
H 0.68 1.16 -1.80
H -1.09 -2.10 -1.09
H -3.07 1.43 0.65
H 2.51 0.90 -1.32
H -0.55 1.08 1.94
H 1.26 2.08 -0.32
H 1.81 -1.64 1.12
H 1.37 -0.06 1.91
H 2.94 -0.19 0.70
H 1.12 -1.04 -0.87
```

Q: Which of them is the least stable? A: *Q*.